1.
ORCA calculation (ωB97M-V/def2-TZVPD) on CH10LiN2O4 as an isolated structure at a distorted geometry.

Positions of all 18 atoms, in Å:
O: 0.70 0.62 2.18
H: 0.54 0.94 3.07
H: 1.53 -2.42 -2.30
N: 1.09 -1.52 -2.16
C: 0.26 -1.44 -1.17
H: 0.88 -0.31 2.29
O: -2.39 1.29 0.84
H: -0.67 -2.61 0.14
O: -0.13 -0.38 -0.68
Li: -0.32 1.05 0.59
H: 1.66 -0.75 -2.46
N: -0.05 -2.59 -0.66
H: 1.58 3.22 -0.22
O: 0.81 2.65 -0.25
H: -3.01 2.02 0.93
H: 0.09 3.24 -0.45
H: 0.31 -3.52 -0.83
H: -2.88 0.52 1.13

The value obtained for the orbital gap is 10.790 eV. The relative energy (zero: lowest compared OMol25 entry of this formula, charge and spin) comes out at 11.3 kcal per mole. The net charge is +1. Its LUMO energy is -3.006 eV. The maximum force comes out at 0.1015 hartree/bohr. For the energy, the calculation gives -12572.401 eV.

Charges obtained by natural (NBO) population analysis, quoted in units of e:
1 O -0.970
2 H 0.500
3 H 0.390
4 N -0.786
5 C 0.781
6 H 0.495
7 O -0.974
8 H 0.401
9 O -0.780
10 Li 0.908
11 H 0.417
12 N -0.807
13 H 0.503
14 O -0.966
15 H 0.499
16 H 0.483
17 H 0.411
18 H 0.496


2.
ORCA calculation (ωB97M-V/def2-TZVPD) on one molecule with the formula C6H8.

Positions of all 14 atoms, in Å:
C: -0.14 -0.52 0.97
H: 0.87 -0.59 -1.61
H: 0.21 1.31 1.76
H: 0.56 -2.34 -1.33
H: 1.22 -2.20 0.93
H: -0.66 -1.15 -0.91
C: -1.21 1.63 0.23
C: -2.17 2.17 -0.24
H: 2.00 -0.66 0.44
H: 0.87 1.27 0.12
C: 0.00 0.96 0.73
C: 1.06 -1.22 0.49
H: -3.03 2.66 -0.64
C: 0.43 -1.33 -0.94

The value obtained for the orbital gap is 9.092 eV. The relative energy (zero: lowest compared OMol25 entry of this formula, charge and spin) comes out at 107.6 kcal per mole. The net charge is 0. Its LUMO energy is 0.566 eV. The maximum force comes out at 0.0095 hartree/bohr. For the energy, the calculation gives -6346.119 eV.

Charges obtained by natural (NBO) population analysis, quoted in units of e:
1 C 0.167
2 H 0.221
3 H 0.286
4 H 0.241
5 H 0.218
6 H 0.250
7 C 0.021
8 C -0.253
9 H 0.193
10 H 0.207
11 C -0.645
12 C -0.543
13 H 0.239
14 C -0.602


3.
ORCA calculation (ωB97M-V/def2-TZVPD) on C35H27CoF3NO4 as an isolated structure at a distorted geometry.

Positions of all 71 atoms, in Å:
C: -1.84 -6.32 -1.47
F: 1.94 -4.49 2.46
C: -3.84 -2.25 0.42
C: -4.79 -1.73 1.29
F: 3.35 -4.63 0.85
O: 2.16 0.75 0.37
C: 5.07 3.49 1.84
C: 2.85 -3.78 1.75
C: -4.67 -0.43 1.76
H: -3.33 0.79 -2.68
C: 0.16 2.13 1.69
O: 2.45 -2.23 -0.09
H: -0.22 -3.91 0.26
F: 3.82 -3.47 2.61
C: 2.04 2.07 0.01
C: -1.00 4.16 2.30
H: -0.27 -6.40 -0.03
H: -3.93 -3.28 0.11
C: -0.94 -5.75 -0.59
H: -1.75 0.40 0.33
C: -1.77 -3.56 -1.13
C: -1.57 -2.04 -0.83
H: 7.13 3.33 1.27
H: -5.62 -2.34 1.61
H: 0.33 1.08 1.84
H: -1.74 4.65 2.91
C: 3.74 3.27 1.48
H: 4.26 1.65 -1.45
C: -1.56 -1.32 -2.25
C: 2.19 -2.51 1.13
H: -3.34 -3.54 -2.63
H: 5.30 3.93 2.81
Co: 0.98 -0.66 -0.17
C: 1.65 2.33 -1.52
N: -0.05 0.58 -1.90
C: 0.77 4.22 0.68
C: 0.97 2.83 0.82
C: 0.22 1.91 -1.85
H: -1.85 -7.39 -1.59
C: -2.76 -1.49 0.00
H: -3.38 -5.99 -2.89
H: -1.42 2.23 3.13
C: 5.80 2.46 -0.20
C: -2.69 -5.52 -2.20
O: -0.45 -1.89 -0.12
O: 1.48 -1.84 1.89
H: 1.82 3.36 -1.81
H: -2.48 -1.52 -2.80
H: -0.75 -1.78 -2.82
H: -0.51 3.92 -1.99
C: -3.56 0.32 1.41
C: -0.82 2.79 2.42
C: -1.32 0.20 -2.21
C: -2.67 -4.15 -2.04
H: 6.61 2.10 -0.82
H: -2.83 3.20 -2.49
H: 1.43 4.78 0.01
H: -0.32 5.96 1.34
C: 4.49 2.23 -0.55
H: -5.42 -0.03 2.46
C: 3.45 2.67 0.27
C: -0.76 2.87 -2.04
C: -0.20 4.88 1.41
C: -2.63 -0.19 0.54
C: -2.33 1.11 -2.43
H: 2.93 3.50 2.15
C: -2.05 2.47 -2.31
H: 2.33 1.72 -2.12
C: -0.90 -4.38 -0.42
C: 6.10 3.13 0.98
H: -3.45 1.31 1.81

The value obtained for the orbital gap (alpha / beta) is 8.148 / 8.281 eV. The multiplicity is 4. The net charge is -1. Its LUMO energy (alpha / beta) is 2.627 / 2.617 eV. The maximum force comes out at 0.0347 hartree/bohr. For the energy, the calculation gives -92197.272 eV.

Charges obtained by Mulliken population analysis, quoted in units of e:
1 C -0.360
2 F -0.272
3 C -0.554
4 C -0.829
5 F -0.269
6 O -0.813
7 C -0.832
8 C 0.757
9 C -0.716
10 H 0.425
11 C -0.202
12 O -0.624
13 H 0.270
14 F -0.280
15 C 2.109
16 C -0.636
17 H 0.405
18 H 0.414
19 C -0.705
20 H -0.098
21 C -0.777
22 C 3.589
23 H 0.359
24 H 0.387
25 H 0.617
26 H 0.415
27 C -0.353
28 H 0.269
29 C -1.623
30 C 0.771
31 H 0.327
32 H 0.350
33 Co 0.280
34 C -1.402
35 N -0.296
36 C 0.037
37 C -0.127
38 C 0.569
39 H 0.373
40 C 0.051
41 H 0.381
42 H 0.551
43 C -0.809
44 C -0.980
45 O -0.646
46 O -0.558
47 H 0.392
48 H 0.428
49 H 0.569
50 H 0.411
51 C -0.934
52 C -0.703
53 C 0.590
54 C 0.193
55 H 0.364
56 H 0.429
57 H 0.409
58 H 0.374
59 C -0.467
60 H 0.356
61 C -0.046
62 C -0.606
63 C -0.966
64 C 0.276
65 C -0.655
66 H 0.372
67 C -0.926
68 H 0.664
69 C -0.606
70 C -0.413
71 H 0.549


4.
ORCA calculation (ωB97M-V/def2-TZVPD) on one molecule with the formula C4H6N2 at a distorted geometry.

Positions of all 12 atoms, in Å:
H: 1.82 -1.40 0.96
H: 2.27 -0.34 -0.40
H: 1.69 0.37 1.09
N: -2.04 -0.12 1.70
H: -0.17 -1.44 -0.61
N: -1.24 0.70 -1.67
H: -2.23 0.83 -1.48
C: -0.53 0.70 -0.51
H: -0.02 1.63 -0.21
C: 0.19 -0.53 -0.14
C: -1.28 0.09 0.85
C: 1.56 -0.48 0.42

The value obtained for the orbital gap (alpha / beta) is 6.424 / 8.582 eV. The relative energy (zero: lowest compared OMol25 entry of this formula, charge and spin) comes out at 121.3 kcal per mole. The net charge is 0. Its LUMO energy (alpha / beta) is -1.306 / -0.790 eV. The maximum force comes out at 0.0336 hartree/bohr. For the energy, the calculation gives -7220.333 eV.

Charges obtained by natural (NBO) population analysis, quoted in units of e:
1 H 0.238
2 H 0.251
3 H 0.232
4 N -0.290
5 H 0.240
6 N -0.654
7 H 0.344
8 C -0.099
9 H 0.240
10 C -0.020
11 C 0.194
12 C -0.675


5.
ORCA calculation (ωB97M-V/def2-TZVPD) on one molecule with the formula C7H6N4 at a distorted geometry.

Positions of all 17 atoms, in Å:
H: -0.10 2.23 -0.76
C: 2.61 -0.06 0.65
N: 0.66 0.54 -0.23
C: -0.27 1.16 -0.89
C: -1.87 0.36 0.92
H: -3.23 -0.68 -0.29
N: 1.95 -1.20 0.53
H: 3.65 0.08 1.03
H: 2.22 1.99 0.21
H: -0.92 0.52 -1.50
N: -0.15 -1.78 -0.10
C: 0.77 -0.89 0.03
N: -1.57 1.14 1.71
C: 1.85 1.03 0.24
C: -1.42 -1.57 -0.49
H: -1.90 -2.19 -1.13
C: -2.28 -0.69 0.08

The value obtained for the orbital gap (alpha / beta) is 6.276 / 6.785 eV. The relative energy (zero: lowest compared OMol25 entry of this formula, charge and spin) comes out at 90.2 kcal per mole. The net charge is 0. Its LUMO energy (alpha / beta) is -1.616 / -1.075 eV. The maximum force comes out at 0.0747 hartree/bohr. For the energy, the calculation gives -13312.181 eV.

Charges obtained by natural (NBO) population analysis, quoted in units of e:
1 H 0.224
2 C 0.080
3 N -0.301
4 C -0.059
5 C 0.252
6 H 0.234
7 N -0.511
8 H 0.212
9 H 0.219
10 H 0.239
11 N -0.438
12 C 0.542
13 N -0.319
14 C -0.207
15 C 0.082
16 H 0.196
17 C -0.445


6.
ORCA calculation (ωB97M-V/def2-TZVPD) on one molecule with the formula C6H12O.

Positions of all 19 atoms, in Å:
H: -1.94 -0.18 -1.43
C: -1.64 -2.42 -0.06
H: 2.40 -0.25 -1.16
C: -1.89 -1.21 0.44
H: -1.39 -2.54 -1.11
H: 3.44 1.46 0.26
C: 2.43 1.12 0.50
H: 2.50 0.36 1.28
C: 1.77 0.54 -0.75
H: 1.66 1.33 -1.51
H: -0.43 1.16 0.86
C: -1.84 0.05 -0.36
H: -2.11 -1.11 1.51
H: 1.88 1.98 0.90
H: -1.64 -3.31 0.55
O: 0.53 -0.07 -0.51
C: -0.52 0.80 -0.18
H: -0.50 1.69 -0.83
H: -2.66 0.73 -0.09

The value obtained for the orbital gap is 10.554 eV. The relative energy (zero: lowest compared OMol25 entry of this formula, charge and spin) comes out at 32.0 kcal per mole. The net charge is 0. Its LUMO energy is 1.148 eV. The maximum force comes out at 0.0061 hartree/bohr. For the energy, the calculation gives -8462.967 eV.

Charges obtained by natural (NBO) population analysis, quoted in units of e:
1 H 0.210
2 C -0.383
3 H 0.186
4 C -0.174
5 H 0.191
6 H 0.214
7 C -0.643
8 H 0.214
9 C -0.054
10 H 0.155
11 H 0.161
12 C -0.455
13 H 0.193
14 H 0.204
15 H 0.197
16 O -0.540
17 C -0.054
18 H 0.165
19 H 0.212